Here is a single C4H8N2O molecule at a distorted geometry from OMol25. Energies are from ωB97M-V/def2-TZVPD.

Bonds (Å) are listed after each position.
Atoms and positions in Å:
1 N 0.29 0.92 1.14  C5 1.440, H9 1.204, C13 1.499
2 H -1.76 -0.10 -0.36  C10 1.154
3 H 0.23 1.06 -2.45  C14 1.179
4 H 0.99 -0.06 2.85  C5 1.209
5 C 0.02 -0.08 2.14  N1 1.440, H4 1.209, O8 1.181
6 H 0.31 -2.34 -0.97  N15 1.216
7 H -0.80 -2.29 0.38  N15 1.086
8 O -1.07 -0.53 2.26  C5 1.181
9 H 1.49 0.80 1.22  N1 1.204
10 C -0.73 -0.31 -0.84  H2 1.154, H11 1.111, C13 1.495, N15 1.488
11 H -0.73 -0.14 -1.94  C10 1.111
12 H 1.26 2.32 -1.41  C14 1.031
13 C 0.18 0.76 -0.35  N1 1.499, C10 1.495, C14 1.399
14 C 0.57 1.56 -1.43  H3 1.179, H12 1.031, C13 1.399
15 N -0.25 -1.57 -0.22  H6 1.216, H7 1.086, C10 1.488

**Total energy**: -9301.283 eV
**Kohn-Sham gap**: 0.3672 hartree
**SMILES**: C=C(CN)NC=O
**Total charge**: 0
**Multiplicity**: 1

The computed Löwdin charges, all in e, follow:
1 N 0.049
2 H 0.141
3 H 0.088
4 H 0.156
5 C -0.393
6 H 0.163
7 H 0.092
8 O 0.050
9 H 0.193
10 C -0.288
11 H 0.084
12 H 0.013
13 C -0.327
14 C 0.056
15 N -0.077

Here is a single C4H8N2O molecule from OMol25. Energies are from ωB97M-V/def2-TZVPD.

Bonds (Å) are listed after each position.
Atoms and positions in Å:
1 C 0.89 1.70 0.67  H2 1.095, H3 1.094, C5 1.520, H11 1.095
2 H 0.56 2.42 -0.09  C1 1.095
3 H 0.26 1.79 1.55  C1 1.094
4 H -0.69 -2.26 0.28  C12 1.097
5 C 0.84 0.28 0.12  C1 1.520, N8 1.495, C13 1.510, H15 1.098
6 H -1.48 -1.02 1.28  C12 1.096
7 N -0.88 0.03 -1.67  C13 1.264, O14 1.390
8 N 0.66 -0.76 1.18  C5 1.495, H9 1.014, C12 1.490
9 H 1.37 -1.49 1.11  N8 1.014
10 H -2.08 -0.57 -2.94  O14 0.966
11 H 1.92 1.96 0.96  C1 1.095
12 C -0.64 -1.21 0.61  H4 1.097, H6 1.096, N8 1.490, C13 1.510
13 C -0.44 -0.21 -0.51  C5 1.510, N7 1.264, C12 1.510
14 O -1.97 -0.77 -2.00  N7 1.390, H10 0.966
15 H 1.68 0.10 -0.55  C5 1.098

**Total energy**: -9302.750 eV
**Kohn-Sham gap**: 0.3773 hartree
**SMILES**: C[C@H]1NC/C1=N\O
**Total charge**: 0
**Multiplicity**: 1

The computed Löwdin charges, all in e, follow:
1 C -0.054
2 H 0.077
3 H 0.079
4 H 0.117
5 C -0.330
6 H 0.113
7 N 0.039
8 N -0.009
9 H 0.097
10 H 0.090
11 H 0.073
12 C -0.112
13 C -0.264
14 O -0.058
15 H 0.142

Computed ΔE to the lowest compared entry with this formula, charge and spin, in the same sequence as the records: 5.110, 3.643 eV.
Computed HOMO, in the same sequence as the records: -9.2, -9.3 eV.